(1)
Entry from OMol25: a 2-piece molecular cluster, CH3O2S2 overall at a distorted geometry (wB97M-V/def2-TZVPD).

Relative energy (zero: lowest compared OMol25 entry of this formula, charge and spin)   5.7 kcal/mol
E   -26852.649 eV
Lowest unoccupied orbital energy   3.46 eV
HOMO-LUMO gap   7.63 eV

Geometry as ORCA input:
```
! RIJCOSX wB97M-V def2-TZVPD def2/J DEFGRID3
* xyz -1 1
O -1.84 -0.39 1.15
C -0.87 -0.89 1.75
O 0.33 -0.51 1.76
H -1.09 -1.79 2.38
S -0.05 1.32 -1.00
S 1.16 -0.36 -1.28
H -1.01 0.94 -0.10
H 0.80 -0.91 -0.09
*
```



(2)
Entry from OMol25: an isolated ion of composition CH3O2S2 and charge -1 at a distorted geometry (wB97M-V/def2-TZVPD).

Relative energy (zero: lowest compared OMol25 entry of this formula, charge and spin)   47.7 kcal/mol
E   -26848.142 eV
Lowest unoccupied orbital energy (alpha / beta)   3.08 / 0.79 eV
HOMO-LUMO gap (alpha / beta)   2.62 / 7.15 eV

Geometry as ORCA input:
```
! RIJCOSX wB97M-V def2-TZVPD def2/J DEFGRID3
* xyz -1 3
C -0.98 -0.22 -0.02
O 1.08 1.02 1.22
O 1.07 1.00 -1.23
S 1.79 -1.44 -0.02
S 0.81 0.27 0.01
H -0.97 -0.73 -0.94
H -1.38 -0.71 0.92
H -1.42 0.81 0.05
*
```



(3)
Entry from OMol25: a 2-piece molecular cluster, CH3O3 overall at a distorted geometry (wB97M-V/def2-TZVPD).

Relative energy (zero: lowest compared OMol25 entry of this formula, charge and spin)   5.0 kcal/mol
E   -7229.788 eV
Lowest unoccupied orbital energy   4.66 eV
HOMO-LUMO gap   8.99 eV

Geometry as ORCA input:
```
! RIJCOSX wB97M-V def2-TZVPD def2/J DEFGRID3
* xyz -1 1
O 1.32 0.66 0.92
C 1.00 0.70 -0.27
O 0.77 -0.30 -1.01
H 0.92 1.74 -0.69
H -1.44 -0.94 1.13
H -0.92 -0.72 -0.30
O -1.65 -1.15 0.22
*
```



(4)
Entry from OMol25: a 2-piece molecular cluster, CH3O3 overall at a distorted geometry (wB97M-V/def2-TZVPD).

Relative energy (zero: lowest compared OMol25 entry of this formula, charge and spin)   5.4 kcal/mol
E   -7229.771 eV
Lowest unoccupied orbital energy   4.50 eV
HOMO-LUMO gap   8.80 eV

Geometry as ORCA input:
```
! RIJCOSX wB97M-V def2-TZVPD def2/J DEFGRID3
* xyz -1 1
O 1.59 -0.86 -0.60
H 1.25 -1.50 -1.27
H 0.89 -0.17 -0.55
O -2.18 0.49 0.61
O -0.23 1.01 -0.38
C -0.92 0.62 0.61
H -0.39 0.42 1.58
*
```



Repeat the third record exactly.
Entry from OMol25: a 2-piece molecular cluster, CH3O3 overall at a distorted geometry (wB97M-V/def2-TZVPD).

Relative energy (zero: lowest compared OMol25 entry of this formula, charge and spin)   5.0 kcal/mol
E   -7229.788 eV
Lowest unoccupied orbital energy   4.66 eV
HOMO-LUMO gap   8.99 eV

Geometry as ORCA input:
```
! RIJCOSX wB97M-V def2-TZVPD def2/J DEFGRID3
* xyz -1 1
O 1.32 0.66 0.92
C 1.00 0.70 -0.27
O 0.77 -0.30 -1.01
H 0.92 1.74 -0.69
H -1.44 -0.94 1.13
H -0.92 -0.72 -0.30
O -1.65 -1.15 0.22
*
```



relative energy (zero: lowest compared OMol25 entry of this formula, charge and spin) of number 2 (CH3O2S2)? 47.7 kcal/mol



Please write out number 4 again, unchanged.
Entry from OMol25: a 2-piece molecular cluster, CH3O3 overall at a distorted geometry (wB97M-V/def2-TZVPD).

Relative energy (zero: lowest compared OMol25 entry of this formula, charge and spin)   5.4 kcal/mol
E   -7229.771 eV
Lowest unoccupied orbital energy   4.50 eV
HOMO-LUMO gap   8.80 eV

Geometry as ORCA input:
```
! RIJCOSX wB97M-V def2-TZVPD def2/J DEFGRID3
* xyz -1 1
O 1.59 -0.86 -0.60
H 1.25 -1.50 -1.27
H 0.89 -0.17 -0.55
O -2.18 0.49 0.61
O -0.23 1.01 -0.38
C -0.92 0.62 0.61
H -0.39 0.42 1.58
*
```



The highest E belongs to which entry? number 4